#w
C4H6ClN | ωB97M-V/def2-TZVPD

Values from the calculation:
SMILES: CC1=N[C@]1(C)Cl
M, g/mol: 103.552
Multiplicity: 1
LUMO energy, eV: 0.42
Net charge: 0
Highest occupied orbital energy, eV: -9.8

Last column: Mulliken charge in e.
Element x y z (Å)
Cl: 2.929 0.576 -0.460  -0.413
N: 0.635 0.841 1.643  -0.539
C: 1.160 -1.490 0.245  -1.024
C: 1.156 -0.045 0.683  0.611
C: -0.919 1.557 -0.304  -0.984
C: 0.174 0.980 0.423  0.413
H: -0.701 2.584 -0.293  0.329
H: 1.864 -1.970 0.836  0.337
H: 1.233 -1.628 -0.773  0.374
H: -0.963 1.193 -1.274  0.286
H: 0.114 -2.036 0.549  0.297
H: -1.918 1.495 0.218  0.313

=====

#x
C4H6ClN | ωB97M-V/def2-TZVPD

Values from the calculation:
SMILES: C[C@H](Cl)CC#N
M, g/mol: 103.552
Multiplicity: 1
LUMO energy, eV: 0.78
Net charge: 0
Highest occupied orbital energy, eV: -11.2

Last column: Mulliken charge in e.
Element x y z (Å)
Cl: 1.205 -1.354 1.584  -0.191
N: -0.326 2.522 -1.254  -0.444
C: 0.046 0.907 0.709  -0.414
C: -0.191 1.722 -0.412  0.172
C: -0.419 -1.231 -0.531  -1.139
C: 0.580 -0.438 0.251  0.226
H: 0.035 -2.052 -1.153  0.320
H: 0.791 1.462 1.310  0.286
H: -0.829 -0.514 -1.306  0.326
H: -0.961 0.778 1.189  0.265
H: 1.372 -0.088 -0.398  0.294
H: -1.303 -1.712 0.009  0.300

=====

Most stable = #x